ORCA calculation (the ωB97M-V functional and the def2-TZVPD basis) on C33H36IrN6O7Si as an isolated structure.

- E_HOMO (alpha / beta): -7.21 / -7.21 eV
- Molar mass: 848.99 g mol⁻¹
- Relative energy (zero: lowest compared OMol25 entry of this formula, charge and spin): 43.7 kcal per mole
- DFT total energy: -2528.1782 a.u.
- Frontier orbital gap (alpha / beta): 5.896 / 4.385 eV
- Spin multiplicity: 2
- LUMO (alpha / beta): -1.31 / -2.82 eV

The geometry in XYZ format:
```
84
Properties=species:S:1:pos:R:3:forces:R:3
Ir -0.0386 -0.1018 -0.9481 0.233 -0.703 -0.200
O -4.6151 0.4943 2.6217 -0.057 -0.032 -0.009
C -3.7220 0.1836 3.5784 0.017 0.046 0.047
C -4.2241 -0.0585 4.8581 0.017 0.025 -0.033
C -3.3724 -0.3520 5.8966 0.031 -0.041 0.024
C -1.9916 -0.4153 5.6964 -0.047 0.069 -0.017
C -1.4978 -0.2090 4.4315 0.026 -0.012 -0.011
C -2.3387 0.0965 3.3523 -0.043 -0.006 0.015
C -1.7177 0.2029 2.0213 -0.009 -0.300 -0.102
O -0.5276 -0.0736 1.8401 0.167 0.825 0.486
N -2.5271 0.6096 0.9986 0.152 -0.102 -0.163
N -1.9580 0.5734 -0.2065 -0.420 -0.391 -0.010
C -2.6934 1.0716 -1.1590 0.349 0.145 -0.085
C -2.1213 1.1713 -2.4714 -0.195 -0.265 0.156
C -2.8524 1.6075 -3.5766 -0.049 0.015 -0.015
C -2.2886 1.5551 -4.8294 0.015 -0.011 0.030
C -1.0043 1.0362 -4.9599 0.010 -0.022 -0.019
C -0.3299 0.6374 -3.8314 -0.045 0.013 0.091
N -0.8475 0.7507 -2.5974 0.240 0.757 -0.221
H -4.1237 0.6073 1.7824 0.011 -0.008 -0.021
H -5.2967 -0.0373 4.9943 0.005 0.022 0.008
H -3.7834 -0.5604 6.8762 0.000 0.016 0.001
H -1.3280 -0.6499 6.5173 -0.005 -0.049 -0.013
H -0.4388 -0.3119 4.2274 -0.005 0.012 -0.004
H -3.6952 1.4166 -0.9431 0.022 0.093 0.013
H -3.8669 1.9480 -3.4246 0.001 -0.003 -0.002
H -2.8458 1.8776 -5.6984 0.002 0.007 0.005
H -0.5289 0.9278 -5.9238 -0.013 -0.003 -0.002
H 0.6526 0.2009 -3.9036 0.000 0.002 0.031
O -2.2007 -5.2108 3.6412 0.110 0.083 -0.135
C -2.3258 -4.0020 3.4033 -0.253 -0.118 0.316
O -3.0580 -3.1283 3.9076 0.108 -0.005 -0.164
C -1.4206 -3.4363 2.3198 0.083 0.072 -0.101
C -0.1602 -2.9327 2.6265 0.076 -0.196 0.081
C 0.5635 -2.2617 1.6707 0.312 -0.039 -0.193
N 0.1513 -2.0807 0.4073 -0.475 0.531 0.267
C -1.0087 -2.6942 0.0786 0.026 0.047 0.002
C -1.8081 -3.3531 0.9796 -0.058 -0.151 -0.045
C -1.3535 -2.6152 -1.3746 0.077 0.024 -0.302
O -2.0674 -3.3943 -1.9534 -0.051 -0.027 0.224
O -0.7310 -1.6345 -2.0121 -0.046 0.042 0.042
H 0.2263 -3.0266 3.6334 0.042 0.000 -0.029
H 1.5264 -1.8320 1.9224 -0.050 0.054 0.051
H -2.7314 -3.8006 0.6357 0.009 0.021 -0.028
C -0.7310 3.6171 1.1943 -0.024 -0.061 0.022
N 0.3099 2.8337 1.8529 0.084 0.098 0.007
C 0.5594 3.1365 3.2612 -0.064 -0.019 0.003
C 0.9343 1.8522 1.2296 -0.028 -0.161 -0.228
C 1.9972 1.0714 1.9360 -0.027 0.017 0.043
O 0.7241 1.6574 -0.0096 -0.162 0.040 0.199
H -0.4410 4.6682 1.1784 -0.014 0.002 0.004
H -1.6652 3.5036 1.7448 -0.008 0.009 -0.004
H -0.8688 3.2627 0.1792 0.013 -0.015 0.004
H -0.0618 3.9839 3.5372 0.020 0.015 -0.002
H 1.6020 3.4020 3.4310 0.003 -0.026 0.005
H 0.2788 2.2932 3.8920 -0.013 -0.017 0.010
H 1.8243 0.9749 3.0027 -0.057 -0.048 -0.007
H 2.9612 1.5579 1.7744 -0.028 0.026 0.087
H 2.0307 0.0853 1.4861 0.046 0.010 -0.045
C 1.4909 2.8159 -2.5927 -0.055 -0.006 -0.028
Si 2.6267 1.3591 -2.3295 0.012 -0.106 0.099
C 3.6430 1.1998 -3.8913 0.025 -0.040 -0.029
C 3.8388 1.6438 -0.9423 -0.005 -0.067 0.059
N 1.7463 -0.2029 -1.9077 -0.139 -0.311 -0.137
C 2.2899 -1.4241 -2.3180 0.059 -0.042 0.024
C 2.4665 -2.4613 -1.3892 0.051 0.042 -0.023
C 2.9789 -3.6840 -1.7745 0.014 0.020 -0.015
C 3.3082 -3.9154 -3.1024 0.019 -0.022 -0.028
C 3.1434 -2.9017 -4.0387 0.007 -0.036 0.027
C 2.6643 -1.6662 -3.6530 -0.128 0.037 0.013
H 2.0627 3.7224 -2.3730 0.038 -0.019 -0.020
H 0.6229 2.8071 -1.9413 0.020 0.055 0.012
H 1.1544 2.8773 -3.6287 0.042 0.034 -0.005
H 4.2318 2.1200 -3.9554 -0.040 0.026 -0.009
H 3.0420 1.1342 -4.8004 0.015 0.034 0.001
H 4.3416 0.3643 -3.8787 0.041 0.033 0.016
H 4.6685 2.2506 -1.3115 -0.005 0.000 -0.005
H 4.2506 0.7030 -0.5702 0.010 0.011 -0.008
H 3.3743 2.1675 -0.1108 0.028 0.043 -0.062
H 2.2118 -2.2798 -0.3630 -0.014 0.001 0.082
H 3.1074 -4.4632 -1.0349 0.007 0.008 -0.001
H 3.6910 -4.8796 -3.4094 -0.012 0.002 0.002
H 3.3860 -3.0795 -5.0779 -0.007 0.010 -0.004
H 2.5249 -0.9027 -4.4010 -0.046 -0.012 -0.026
```
Forces are in eV/Å.

Results of the Mulliken charge analysis, in e, for atoms 1 through 4:
1. Ir 4.70
2. O -0.72
3. C 0.92
4. C -0.67



ORCA calculation (the ωB97M-V functional and the def2-TZVPD basis) on C33H36N8OS2Y as an isolated structure.

- E_HOMO: -15.81 eV
- Molar mass: 713.75 g mol⁻¹
- Relative energy (zero: lowest compared OMol25 entry of this formula, charge and spin): 0.0 kcal per mole
- Total charge: +3
- DFT total energy: -2626.4494 a.u.
- Frontier orbital gap: 8.620 eV
- LUMO: -7.19 eV

The geometry in XYZ format:
```
81
Properties=species:S:1:pos:R:3:forces:R:3
Y 0.0883 0.0694 -0.8106 0.107 -0.387 0.092
O -0.5389 -2.0873 -0.0015 -0.044 0.136 -0.089
C -0.2354 -3.3397 -0.6267 0.024 -0.008 0.011
C -0.0380 -3.0850 -2.0946 -0.015 -0.007 0.048
C 0.0713 -4.1547 -2.9662 -0.007 -0.011 -0.007
C 0.2199 -3.9048 -4.3185 0.001 0.001 -0.010
C 0.2362 -2.5874 -4.7544 -0.004 -0.012 -0.013
C 0.1309 -1.5808 -3.8201 -0.034 -0.017 0.017
N 0.0083 -1.8071 -2.4967 0.053 0.076 -0.119
H -0.9316 -2.2015 0.8708 0.076 -0.026 0.043
H -1.0552 -4.0427 -0.4758 -0.003 0.003 0.008
H 0.6726 -3.7588 -0.1850 -0.006 0.004 0.006
H 0.0273 -5.1679 -2.5884 -0.001 -0.002 0.001
H 0.3063 -4.7223 -5.0217 -0.002 -0.002 -0.002
H 0.3309 -2.3419 -5.8023 0.001 0.004 -0.001
H 0.1406 -0.5462 -4.1297 -0.008 -0.004 0.006
N 1.2799 2.7628 -4.3023 0.001 0.077 -0.024
C 0.5675 2.3215 -3.2599 0.021 -0.051 -0.067
N 1.0613 1.2137 -2.7344 -0.004 0.084 0.062
C 2.2031 0.9217 -3.5007 -0.050 0.002 -0.010
C 3.1059 -0.1399 -3.4209 0.000 0.004 -0.024
C 4.1272 -0.1698 -4.3462 -0.011 0.005 0.014
C 4.2613 0.8230 -5.3325 0.014 -0.011 -0.010
C 3.3726 1.8708 -5.4284 -0.014 0.028 -0.012
C 2.3421 1.8921 -4.4935 0.036 -0.072 0.056
H 1.0704 3.5834 -4.8501 0.004 -0.006 0.007
H -0.3178 2.8344 -2.9162 -0.010 -0.002 -0.002
H 3.0129 -0.9048 -2.6618 0.010 0.003 -0.001
H 4.8489 -0.9745 -4.3179 0.006 -0.004 0.005
H 5.0818 0.7592 -6.0336 0.000 0.003 -0.003
H 3.4730 2.6319 -6.1898 0.001 0.001 -0.003
N 1.2560 3.5337 0.3244 -0.009 0.011 -0.030
C 0.9080 2.4900 -0.0151 -0.074 0.046 0.002
H 1.5644 4.4465 0.6111 0.047 -0.015 0.017
N -0.9007 0.3508 1.3111 0.010 0.091 0.059
S -0.2423 1.0707 2.6052 -0.118 -0.032 -0.060
C -1.2826 2.4424 3.0727 -0.026 -0.003 0.010
C -2.4686 2.7119 2.4099 0.007 -0.006 -0.012
C -3.2446 3.7820 2.8377 0.012 0.018 0.023
C -2.8265 4.5639 3.9047 -0.004 -0.010 -0.014
C -1.6278 4.2866 4.5525 -0.001 -0.011 -0.013
C -0.8453 3.2216 4.1376 -0.001 0.011 0.003
C -0.4531 -0.0010 4.0090 0.029 0.017 -0.015
C -1.7037 -0.5015 4.3564 -0.003 0.005 -0.002
C -1.8108 -1.3138 5.4715 0.013 0.013 -0.002
C -0.6819 -1.5999 6.2372 0.010 0.019 -0.012
C 0.5570 -1.0814 5.8902 -0.007 -0.031 0.023
C 0.6807 -0.2778 4.7625 -0.012 0.004 -0.031
H -1.8853 0.1399 1.4682 0.007 -0.001 0.038
H -2.7929 2.1060 1.5735 0.004 -0.010 0.006
H -4.1802 4.0001 2.3409 -0.005 0.002 0.000
H -3.4368 5.3928 4.2361 -0.002 0.005 0.001
H -1.3047 4.8986 5.3832 0.002 0.002 0.004
H 0.0842 2.9950 4.6469 0.002 0.004 0.006
H -2.5873 -0.2360 3.7869 -0.007 -0.007 0.002
H -2.7757 -1.7048 5.7639 -0.003 -0.003 -0.001
H -0.7782 -2.2165 7.1207 0.002 -0.005 0.001
H 1.4240 -1.2865 6.5038 0.002 -0.004 0.001
H 1.6386 0.1483 4.4874 0.015 0.004 0.007
C 2.2376 -3.2753 3.1267 0.029 0.016 0.031
N 2.0203 -2.1840 2.1824 -0.020 -0.029 -0.067
C 2.8608 -1.8617 1.2062 -0.016 0.004 0.032
N 3.9519 -2.5959 1.0280 -0.003 -0.025 -0.047
S 2.6245 -0.4876 0.1927 0.033 0.046 0.001
H 1.4050 -3.2983 3.8235 -0.020 0.001 -0.006
H 3.1543 -3.1246 3.7000 0.003 0.007 -0.004
H 2.2851 -4.2344 2.6092 -0.012 -0.002 0.002
H 1.2669 -1.5373 2.3518 -0.006 0.003 0.019
H 4.2100 -3.3483 1.6470 0.006 0.007 0.017
H 4.6043 -2.3322 0.3074 -0.002 0.002 0.012
C -4.7094 1.3859 -2.4219 0.006 -0.016 -0.004
C -3.8914 2.2779 -1.7406 -0.002 0.022 -0.043
C -2.6280 1.8655 -1.3718 0.005 -0.004 0.082
N -2.1490 0.6373 -1.6360 -0.041 0.037 -0.028
C -2.9488 -0.2157 -2.2965 0.029 -0.002 0.013
C -4.2267 0.1171 -2.7034 -0.021 0.018 -0.002
H -5.7058 1.6760 -2.7272 -0.002 0.001 -0.001
H -4.2263 3.2778 -1.5029 0.002 0.002 0.001
H -1.9715 2.5355 -0.8236 0.001 -0.009 0.005
H -2.5421 -1.1978 -2.5005 0.002 0.002 -0.004
H -4.8294 -0.6083 -3.2311 0.000 -0.002 0.000
```
Forces are in eV/Å.

Results of the Mulliken charge analysis, in e, for atoms 1 through 4:
1. Y 0.89
2. O -0.18
3. C -0.86
4. C 0.39



ORCA calculation (the ωB97M-V functional and the def2-TZVPD basis) on C33H36NO2OsSSi2 as an isolated structure in a non-equilibrium geometry.

- E_HOMO (alpha / beta): -10.42 / -10.44 eV
- Molar mass: 757.13 g mol⁻¹
- Relative energy (zero: lowest compared OMol25 entry of this formula, charge and spin): 9.4 kcal per mole
- Total charge: +1
- DFT total energy: -2551.8951 a.u.
- Frontier orbital gap (alpha / beta): 5.530 / 5.385 eV
- LUMO (alpha / beta): -4.89 / -5.06 eV

The geometry in XYZ format:
```
76
Properties=species:S:1:pos:R:3:forces:R:3
Os -0.9006 1.6785 -0.2984 2.143 0.556 1.523
C -2.4903 3.6810 -1.2658 0.142 -0.329 0.149
Si -1.4464 4.6520 -0.0457 -0.129 0.103 0.016
C -2.5366 5.4806 1.2092 -0.073 0.072 0.226
C -0.3471 5.8686 -0.8938 0.215 0.118 -0.177
N -0.4741 3.3256 0.6432 -0.600 -0.039 -0.806
C 0.6308 3.4824 1.4756 -0.102 0.335 0.033
C 0.8639 4.6254 2.2489 -0.289 0.125 -0.123
C 1.9700 4.7067 3.0683 0.098 -0.031 0.083
C 2.8615 3.6390 3.1313 -0.071 0.015 -0.030
C 2.6414 2.4948 2.3788 0.102 -0.111 0.160
C 1.5358 2.4382 1.5515 0.202 -0.100 0.275
O 1.2052 1.3449 0.7781 -0.911 -0.458 -0.740
C 2.1814 0.3687 0.4511 -0.092 -0.129 -0.135
C 1.7817 -0.9505 0.4877 -0.169 -0.028 0.201
C 2.6972 -1.9400 0.1567 -0.015 -0.025 -0.044
C 3.9897 -1.5996 -0.2224 -0.040 -0.026 0.028
C 4.3548 -0.2618 -0.2892 0.034 0.038 -0.014
C 3.4474 0.7366 0.0428 0.109 0.177 -0.187
H -3.1479 4.3727 -1.8051 -0.004 -0.191 0.000
H -3.1594 2.9588 -0.7718 -0.082 0.026 -0.040
H -1.9123 3.1683 -2.0489 -0.024 0.034 -0.153
H -3.5839 5.4440 0.8911 0.107 0.014 0.065
H -2.2590 6.5349 1.3148 -0.056 -0.121 0.042
H -2.4686 5.0115 2.1962 -0.049 0.054 -0.102
H -0.9402 6.7083 -1.2751 0.099 -0.101 0.034
H 0.1908 5.4186 -1.7354 -0.062 0.070 0.094
H 0.3976 6.2724 -0.1991 -0.097 -0.003 -0.100
H 0.1461 5.4425 2.2165 0.123 -0.112 -0.007
H 2.1353 5.5920 3.6704 -0.007 -0.062 -0.064
H 3.7314 3.6941 3.7726 -0.043 -0.025 -0.006
H 3.3133 1.6510 2.4482 0.017 0.052 -0.001
H 0.7656 -1.1915 0.7739 0.047 -0.048 0.000
H 2.3847 -2.9782 0.1904 0.053 0.085 0.012
H 4.7099 -2.3717 -0.4668 -0.065 0.055 -0.009
H 5.3522 0.0162 -0.6083 -0.061 -0.018 0.032
H 3.7285 1.7806 -0.0314 -0.018 -0.069 0.032
C -1.8473 1.5304 3.0759 0.258 0.314 0.190
Si -2.2101 0.6880 1.4624 -0.295 -0.240 0.400
C -4.0091 0.8959 1.0565 -0.302 0.079 -0.158
C -1.8180 -1.1156 1.6834 0.136 -0.211 -0.215
C -0.9802 -1.5406 2.7167 0.073 -0.008 0.055
C -0.6395 -2.8824 2.8573 -0.007 -0.004 -0.020
C -1.1444 -3.8209 1.9668 -0.041 0.090 -0.001
C -2.0106 -3.4194 0.9514 0.022 -0.025 -0.005
C -2.3380 -2.0791 0.8093 0.019 -0.018 0.023
H -2.3202 0.9563 3.8803 0.035 0.076 -0.056
H -2.2502 2.5481 3.0919 0.055 -0.100 0.002
H -0.7728 1.5909 3.2882 -0.159 0.010 0.020
H -4.5889 0.2951 1.7689 0.044 0.097 -0.109
H -4.2653 0.5633 0.0459 -0.021 0.022 0.100
H -4.3170 1.9418 1.1682 -0.008 -0.117 -0.041
H -0.5779 -0.8173 3.4242 -0.035 -0.128 -0.109
H 0.0199 -3.1911 3.6609 -0.051 0.009 -0.056
H -0.8757 -4.8663 2.0690 -0.036 0.061 0.007
H -2.4277 -4.1585 0.2746 0.043 0.081 0.044
H -3.0095 -1.7755 0.0073 0.125 -0.057 0.081
C 1.6084 -7.3187 -2.8063 0.129 0.031 -0.017
C 2.0453 -6.5888 -4.0465 -0.038 0.072 -0.081
O 3.1671 -6.4042 -4.3993 -0.209 -0.073 0.098
S 0.6098 -5.9752 -5.0887 0.191 -0.044 0.080
C 0.3155 -4.4856 -4.1801 -0.014 0.050 0.080
C -1.0068 -4.1108 -3.9257 0.000 -0.065 -0.009
C -1.2804 -2.9372 -3.2519 -0.028 0.075 -0.110
C -0.2343 -2.1222 -2.7986 -0.027 -0.008 0.094
C 1.0894 -2.4949 -3.0670 0.023 -0.117 0.128
C 1.3619 -3.6594 -3.7591 -0.046 0.027 -0.036
C -0.5108 -0.9418 -2.0640 -0.038 0.275 -0.035
C -0.7536 0.0850 -1.4220 -0.235 -0.147 -0.562
H 2.4650 -7.5496 -2.1738 -0.009 0.040 -0.079
H 1.1151 -8.2436 -3.1090 -0.034 0.016 -0.007
H 0.8768 -6.7208 -2.2626 -0.014 -0.003 -0.023
H -1.8148 -4.7506 -4.2637 0.064 0.058 0.062
H -2.3037 -2.6386 -3.0621 0.024 -0.031 -0.007
H 1.8962 -1.8561 -2.7333 0.016 -0.011 0.017
H 2.3868 -3.9259 -3.9858 -0.042 0.018 -0.011
```
Forces are in eV/Å.

Results of the Mulliken charge analysis, in e, for atoms 1 through 4:
1. Os 0.73
2. C -1.38
3. Si 0.34
4. C -1.13